[1]
Computed, not measured: a structure of composition C16H20CoF at a distorted geometry, with ωB97M-V/def2-TZVPD.

Structure (ORCA input):
```
! RIJCOSX wB97M-V def2-TZVPD def2/J DEFGRID3
* xyz 0 5
Co 0.22 -0.78 -0.82
C 2.08 -0.50 0.74
C 0.92 0.00 1.37
C 0.52 1.15 0.68
C 1.42 1.36 -0.39
C 2.40 0.35 -0.33
C 3.60 0.21 -1.21
C 1.33 2.46 -1.39
C -0.65 2.00 1.01
C 0.22 -0.57 2.56
C 2.84 -1.73 1.10
H 4.51 0.28 -0.61
H 3.64 0.99 -1.97
H 3.60 -0.76 -1.71
H 1.54 3.42 -0.92
H 0.34 2.50 -1.84
H 2.04 2.33 -2.21
H -1.56 1.60 0.57
H -0.52 3.02 0.63
H -0.79 2.07 2.09
H 0.31 0.10 3.42
H 0.63 -1.54 2.85
H -0.84 -0.70 2.35
H 3.88 -1.50 1.33
H 2.83 -2.44 0.28
H 2.42 -2.23 1.97
F -5.85 -0.81 -0.75
C -4.51 -0.80 -0.77
C -3.81 -1.26 0.33
C -2.41 -1.25 0.31
C -1.74 -0.78 -0.82
C -2.46 -0.32 -1.93
C -3.85 -0.33 -1.90
H -4.34 -1.62 1.20
H -1.84 -1.60 1.16
H -1.92 0.04 -2.80
H -4.42 0.03 -2.76
H 0.22 -2.37 -0.82
*
```

Calculated values
HOMO-LUMO gap (alpha / beta): 7.53 / 6.94 eV
Highest occupied orbital energy (alpha / beta): -7.04 / -7.96 eV
<S²>: 6.0171

***

[2]
Computed, not measured: the ion C17H18NOS2 with charge +1 at a distorted geometry, with ωB97M-V/def2-TZVPD.

Structure (ORCA input):
```
! RIJCOSX wB97M-V def2-TZVPD def2/J DEFGRID3
* xyz 1 1
C 2.02 -2.10 2.30
C 1.75 -0.75 1.70
O 2.51 0.19 1.91
C 0.44 -0.62 0.91
N -0.35 0.60 1.37
C 0.24 1.81 1.54
C -0.50 2.97 1.65
C -1.89 2.93 1.54
C -2.48 1.66 1.44
C -1.70 0.51 1.40
C 0.69 -0.48 -0.58
C -0.64 -0.46 -1.33
C -1.30 -1.67 -1.56
C -2.67 -1.65 -1.83
C -3.34 -0.43 -1.95
C -2.61 0.77 -1.91
C -1.24 0.75 -1.67
S 1.63 1.01 -0.88
C 3.03 0.29 -1.71
C 3.23 -1.16 -1.30
S 1.64 -1.95 -0.99
H 1.20 -2.42 2.96
H 2.14 -2.86 1.51
H 2.95 -2.06 2.87
H -0.17 -1.51 1.08
H 1.31 1.80 1.66
H 0.04 3.89 1.83
H -2.49 3.83 1.53
H -3.55 1.54 1.36
H -2.10 -0.49 1.32
H -0.73 -2.61 -1.53
H -3.20 -2.60 -1.95
H -4.41 -0.41 -2.12
H -3.11 1.73 -2.07
H -0.63 1.66 -1.73
H 2.84 0.37 -2.79
H 3.91 0.89 -1.46
H 3.68 -1.76 -2.10
H 3.86 -1.23 -0.41
*
```

Calculated values
HOMO-LUMO gap: 7.97 eV
Highest occupied orbital energy: -11.94 eV
Energy relative to the best compared isomer or geometry (same formula, charge and spin): 0.0 kJ/mol

***

[3]
Computed, not measured: the molecule C20H24N2O3, with ωB97M-V/def2-TZVPD.

Structure (ORCA input):
```
! RIJCOSX wB97M-V def2-TZVPD def2/J DEFGRID3
* xyz 0 1
C -6.19 -0.06 -0.11
C -5.02 -1.05 -0.17
C -3.71 -0.32 -0.07
C -3.14 -0.05 1.17
C -1.96 0.66 1.28
C -1.31 1.11 0.13
N -0.13 1.85 0.18
C 0.84 1.81 1.14
O 0.79 1.11 2.12
C 1.95 2.83 0.93
C 2.66 2.83 -0.42
C 3.66 1.69 -0.60
N 3.10 0.35 -0.62
C 3.75 -0.68 0.03
O 4.70 -0.54 0.74
C 3.08 -1.98 -0.36
C 2.68 -2.76 0.91
C 1.48 -2.12 1.54
C 0.47 -1.74 0.78
C 0.53 -1.95 -0.70
C 1.91 -1.57 -1.26
C 2.04 -0.06 -1.38
O 1.35 0.66 -2.06
C -1.88 0.86 -1.12
C -3.07 0.15 -1.21
H -7.14 -0.59 -0.18
H -6.13 0.65 -0.92
H -6.17 0.49 0.83
H -5.06 -1.60 -1.12
H -5.10 -1.76 0.65
H -3.63 -0.40 2.06
H -1.52 0.85 2.24
H 0.11 2.31 -0.69
H 2.68 2.66 1.73
H 1.50 3.81 1.09
H 1.95 2.80 -1.25
H 3.23 3.76 -0.51
H 4.20 1.85 -1.54
H 4.39 1.69 0.22
H 3.82 -2.57 -0.91
H 2.44 -3.79 0.63
H 3.53 -2.78 1.59
H 1.48 -1.98 2.61
H -0.41 -1.28 1.20
H 0.35 -3.01 -0.92
H -0.24 -1.36 -1.21
H 2.00 -1.99 -2.26
H -1.38 1.21 -2.01
H -3.50 -0.04 -2.18
*
```

Calculated values
HOMO-LUMO gap: 9.03 eV
Highest occupied orbital energy: -8.26 eV
Energy relative to the best compared isomer or geometry (same formula, charge and spin): 15.4 kJ/mol

***

[4]
Computed, not measured: a structure of composition C14H23Cl2IrN2S2Si at a distorted geometry, with ωB97M-V/def2-TZVPD.

Structure (ORCA input):
```
! RIJCOSX wB97M-V def2-TZVPD def2/J DEFGRID3
* xyz 1 2
Ir -0.59 -0.38 -0.85
Cl -3.06 -0.55 0.53
C -3.87 -1.17 -0.93
Cl -2.70 -1.26 -2.25
H -4.67 -0.48 -1.21
H -4.25 -2.17 -0.73
C -1.53 -4.24 -0.40
C -0.87 -3.46 0.69
C -0.74 -4.00 1.97
C -0.10 -3.28 2.96
C 0.46 -2.06 2.66
C 0.34 -1.57 1.35
N -0.36 -2.26 0.42
N 0.80 -0.42 0.87
Si 2.10 0.60 1.45
C 1.37 1.82 2.75
C 3.50 -0.54 2.06
C 2.68 1.57 -0.08
H -1.11 -5.24 -0.42
H -1.39 -3.77 -1.37
H -2.59 -4.34 -0.19
H -1.15 -4.98 2.17
H -0.05 -3.67 3.96
H 0.95 -1.45 3.41
H 1.01 1.32 3.64
H 0.54 2.37 2.32
H 2.13 2.53 3.05
H 3.30 -1.00 3.03
H 4.43 0.02 2.16
H 3.67 -1.33 1.34
H 2.44 2.62 -0.02
H 2.22 1.17 -0.98
H 3.75 1.49 -0.20
C -1.17 4.24 -1.85
C -0.75 2.81 -1.81
S -0.96 2.06 -0.29
C -0.22 2.19 -2.92
C -0.05 2.95 -4.19
S 0.31 0.56 -2.99
H -1.49 4.56 -0.86
H -2.00 4.38 -2.54
H -0.35 4.88 -2.17
H 0.62 3.80 -4.05
H -1.00 3.34 -4.55
H 0.38 2.32 -4.96
*
```

Calculated values
HOMO-LUMO gap (alpha / beta): 5.89 / 5.56 eV
Highest occupied orbital energy (alpha / beta): -10.77 / -10.78 eV
Energy relative to the best compared isomer or geometry (same formula, charge and spin): 214.0 kJ/mol
<S²>: 0.7628

***

[5]
Computed, not measured: the molecule C5H10O2, with ωB97M-V/def2-TZVPD.

Structure (ORCA input):
```
! RIJCOSX wB97M-V def2-TZVPD def2/J DEFGRID3
* xyz 0 1
C 0.25 1.65 -1.11
C 0.50 0.16 -1.06
O 1.80 -0.06 -1.59
C 0.43 -0.39 0.37
C -0.71 0.02 1.31
C -1.09 -1.46 1.27
O 0.03 -1.77 0.42
H 0.55 2.04 -2.09
H -0.82 1.88 -0.97
H 0.82 2.17 -0.34
H -0.25 -0.37 -1.67
H 1.98 -1.01 -1.56
H 1.43 -0.25 0.80
H -0.37 0.38 2.28
H -1.46 0.71 0.91
H -2.05 -1.69 0.79
H -1.03 -2.00 2.23
*
```

Calculated values
HOMO-LUMO gap: 10.65 eV
Highest occupied orbital energy: -9.62 eV
Energy relative to the best compared isomer or geometry (same formula, charge and spin): 204.8 kJ/mol

***

[6]
Computed, not measured: the ion C9H19N5 with charge +2 at a distorted geometry, with ωB97M-V/def2-TZVPD.

Structure (ORCA input):
```
! RIJCOSX wB97M-V def2-TZVPD def2/J DEFGRID3
* xyz 2 1
C -2.24 0.04 1.27
C -2.24 0.44 2.55
N -1.65 -0.21 3.56
C -0.60 -0.82 3.47
N 0.23 -0.65 2.34
C 0.17 0.38 1.49
N 0.19 1.66 2.06
N 0.44 0.26 0.17
C 0.68 1.37 -0.81
C -0.54 1.35 -1.84
N -0.85 -0.12 -2.13
C 0.33 -1.05 -1.94
C 0.79 -1.07 -0.51
C 2.26 -1.44 -0.41
H -1.88 -1.07 1.14
H -2.92 0.50 0.64
H -2.70 1.47 2.89
H -0.29 -1.41 4.21
H 0.83 -1.46 2.06
H -0.05 1.81 2.98
H -0.13 2.36 1.40
H 1.70 1.25 -1.15
H 0.62 2.35 -0.40
H -1.27 1.88 -1.26
H -0.13 1.75 -2.81
H -1.75 -0.48 -1.53
H -1.12 -0.46 -3.12
H 1.22 -0.75 -2.45
H 0.09 -1.97 -2.41
H 0.16 -1.78 0.00
H 2.30 -2.37 -1.00
H 2.65 -1.44 0.62
H 2.67 -0.51 -1.03
*
```

Calculated values
HOMO-LUMO gap: 8.97 eV
Highest occupied orbital energy: -15.93 eV
Energy relative to the best compared isomer or geometry (same formula, charge and spin): 250.6 kJ/mol

***

E_tot (computed, hartree): -2104.14810 -1584.72195 -1111.82202 -2767.13494 -346.94743 -627.39015